A molecular structure, C22H11Co2F3O6S at a distorted geometry. Source: OMol25; level of theory: ωB97M-V/def2-TZVPD.

ORCA input file:
```
! wB97M-V def2-TZVPD RIJCOSX def2/J DEFGRID3
* xyz 0 1
O 5.054 -1.916 0.154
H -1.108 -1.941 3.914
C 1.866 0.294 -0.207
C 0.352 -2.442 -1.932
C -1.460 1.718 -2.854
H -0.481 1.539 -0.918
C 4.124 1.581 -0.457
C -5.170 0.300 4.005
C -0.887 0.212 3.886
C 1.641 0.060 -1.578
C 0.678 0.633 -2.507
C -1.366 1.458 -4.225
C -1.578 1.452 3.960
H 0.363 0.084 1.276
O -0.753 -2.778 -2.005
O 4.684 2.533 -0.116
C 1.351 0.477 1.018
C 0.814 0.470 -3.905
O 2.808 -4.156 -0.175
H -1.005 2.373 3.988
F -5.703 -0.798 4.623
C -3.668 0.275 3.995
C -1.639 -0.993 3.917
H 1.713 -0.002 -4.315
F -5.671 1.398 4.646
H -3.591 -1.880 3.981
O 4.655 0.117 -3.758
H -0.163 0.606 -5.819
F -5.670 0.319 2.726
S 0.767 0.121 3.784
H -3.497 2.421 4.054
C 4.285 -1.223 -0.363
C -3.016 -0.958 3.956
H 1.966 1.025 1.737
Co 3.369 0.129 -1.130
C 2.519 -3.245 -0.822
C -0.429 1.342 -1.994
H -2.344 2.190 -2.426
C 4.137 0.115 -2.723
O 2.874 -2.703 -4.484
Co 2.000 -1.916 -1.834
C 2.556 -2.339 -3.433
H -2.189 1.734 -4.883
C -2.959 1.477 3.998
C -0.229 0.839 -4.754
*
```

Output
* gap between HOMO and LUMO: 3.4 eV


A molecular structure, C22H12Co2O10S2 at a distorted geometry. Source: OMol25; level of theory: ωB97M-V/def2-TZVPD.

ORCA input file:
```
! wB97M-V def2-TZVPD RIJCOSX def2/J DEFGRID3
* xyz -2 1
C -0.600 3.046 2.599
O 0.805 -3.429 1.129
C -1.161 4.486 -2.118
C -2.951 4.985 -0.571
H -0.138 2.562 -1.802
O -5.157 1.401 1.333
H 1.490 -0.828 0.944
C 4.333 -5.451 -0.786
O 0.327 -3.282 -1.347
H -0.589 4.793 -2.990
C -3.391 -0.779 -0.485
O 3.943 -0.347 -0.190
C 0.193 -0.437 -0.840
C -0.865 0.246 3.535
O -0.153 4.105 2.680
H 2.305 -5.863 -0.207
H 5.766 -2.466 -1.596
S 3.026 -1.110 -1.002
C -1.343 1.551 0.211
Co -2.486 0.179 0.656
H -0.356 -1.343 -1.266
C -2.703 3.736 0.073
S 1.138 -2.963 -0.194
C -1.684 2.865 -0.377
C 1.336 -1.156 -0.101
C -2.165 5.361 -1.667
C -2.968 2.027 3.078
C 3.670 -2.796 -1.062
H 0.769 0.193 -1.624
C -0.901 3.270 -1.469
H 6.305 -4.835 -1.348
C -4.043 1.129 1.220
C 4.981 -3.171 -1.335
C -0.860 0.379 -0.243
O -0.513 -0.433 4.392
H -3.737 5.700 -0.225
C -2.367 -1.067 2.091
O -3.799 2.545 3.702
H -2.358 6.319 -2.176
H 4.634 -6.491 -0.681
C 5.289 -4.509 -1.171
O 2.778 -0.836 -2.388
O -4.105 -1.399 -1.124
Co -1.415 1.501 2.398
H -3.360 3.446 0.910
O -2.651 -2.031 2.626
C 3.012 -5.086 -0.535
C 2.721 -3.719 -0.658
*
```

Output
* gap between HOMO and LUMO: 2.7 eV


A molecular structure, C22H13Cl5N3ORbS. Source: OMol25; level of theory: ωB97M-V/def2-TZVPD.

ORCA input file:
```
! wB97M-V def2-TZVPD RIJCOSX def2/J DEFGRID3
* xyz 0 1
Cl -1.611 -6.613 0.852
Cl 2.574 -4.942 3.820
C -3.705 1.578 1.434
H -2.925 4.841 1.658
N 1.518 0.343 -2.900
C -2.147 2.196 -0.312
C -3.715 2.884 1.926
Rb -0.753 -1.097 -1.654
H 2.411 -1.547 -1.799
H 2.313 4.071 -0.342
Cl -1.753 -3.780 -0.502
C -2.936 3.824 1.290
C 1.353 -4.622 2.642
C -2.932 1.230 0.323
O 0.197 -1.910 0.528
H -1.546 4.242 -0.300
N -3.017 -0.107 -0.057
C 1.241 3.109 -2.650
H -1.538 1.953 -1.175
C 2.062 0.990 -1.826
Cl 2.400 -2.122 2.458
C 1.918 2.385 -1.640
S -4.535 0.173 2.011
C 0.902 1.055 -3.810
H -4.012 -1.795 0.636
C -3.816 -0.735 0.737
C 2.744 0.208 -0.841
H 0.225 2.975 -4.532
C -0.571 -4.124 0.750
C 2.428 3.004 -0.477
Cl 0.558 -7.195 3.036
H -4.311 3.152 2.788
H 0.474 0.508 -4.645
H 3.434 2.675 1.371
C 3.047 2.229 0.463
C 0.461 -5.641 2.295
C -2.153 3.484 0.176
C 0.742 2.456 -3.737
H 3.713 0.265 1.049
C 3.209 0.846 0.288
H 1.127 4.181 -2.539
C -0.506 -5.377 1.328
H 2.923 -1.695 -0.206
C 0.291 -3.043 1.079
C 1.278 -3.372 2.056
N 2.945 -1.138 -1.049
*
```

Output
* gap between HOMO and LUMO: 7.0 eV


Energy above the lowest of the compared OMol25 structures with the same formula, charge and spin across the listed records, respectively: 193.1 141.5 24.6 kJ/mol.
HOMO across the listed records, respectively: -7.392 1.045 -7.260 eV.